Below is C24H40NO6P2ReS2 as an isolated structure, with properties calculated with ωB97M-V/def2-TZVPD.

ORCA input file:
```
! RIJCOSX wB97M-V def2-TZVPD def2/J DEFGRID3
* xyz 3 4
Re -1.702 0.422 -1.833
C 3.578 3.069 -0.643
C 3.652 1.614 -1.028
C 4.532 1.339 -2.219
O 2.251 1.174 -1.413
P 1.377 0.212 -0.582
O 0.185 -0.183 -1.472
C 0.752 1.022 0.900
P -0.898 0.453 1.365
O -1.802 0.745 0.161
O -1.355 1.106 2.665
C -1.964 2.433 3.051
C -3.354 2.521 2.478
C -1.031 3.538 2.636
O -0.823 -1.072 1.601
C -0.585 -1.723 2.953
C 0.419 -2.818 2.716
C -1.922 -2.186 3.467
O 2.154 -1.013 -0.071
C 2.942 -1.960 -0.951
C 2.107 -3.203 -1.124
C 4.259 -2.185 -0.258
H 4.564 3.398 -0.313
H 2.883 3.242 0.180
H 3.296 3.682 -1.500
H 3.937 0.996 -0.175
H 4.193 1.903 -3.087
H 4.561 0.280 -2.472
H 5.550 1.655 -1.984
H 0.690 2.096 0.697
H 1.453 0.866 1.724
H -1.992 2.332 4.133
H -3.333 2.609 1.391
H -3.838 3.411 2.883
H -3.956 1.659 2.762
H -0.979 3.616 1.547
H -0.032 3.400 3.051
H -1.416 4.485 3.015
H -0.169 -0.945 3.592
H 0.009 -3.580 2.052
H 0.652 -3.294 3.668
H 1.345 -2.430 2.291
H -2.362 -2.923 2.794
H -2.614 -1.354 3.588
H -1.786 -2.655 4.442
H 3.077 -1.446 -1.904
H 1.921 -3.670 -0.155
H 2.655 -3.913 -1.745
H 1.161 -2.979 -1.617
H 4.106 -2.641 0.720
H 4.817 -1.257 -0.135
H 4.866 -2.863 -0.858
S -2.685 1.375 -3.594
C -2.020 2.701 -2.612
C -0.622 2.825 -2.498
C -0.094 3.819 -1.670
C -0.942 4.690 -1.014
C -2.333 4.567 -1.135
C -2.879 3.568 -1.907
H 0.031 2.243 -3.142
H 0.979 3.943 -1.608
H -0.530 5.495 -0.419
H -2.982 5.268 -0.626
H -3.952 3.463 -2.011
S -3.080 -1.379 -2.389
C -2.544 -2.960 -1.840
N -3.112 -3.973 -2.538
C -2.912 -5.276 -2.274
C -2.076 -5.638 -1.247
C -1.464 -4.628 -0.513
C -1.696 -3.290 -0.799
H -3.730 -3.733 -3.308
H -3.436 -5.980 -2.905
H -1.912 -6.683 -1.029
H -0.800 -4.892 0.300
H -1.239 -2.507 -0.211
*
```

Calculated values
HOMO energy (spin up / spin down): -16.87 / -17.72 eV
E_LUMO (spin up / spin down): -0.3515 / -0.3663 Ha
Expectation value of S²: 3.7785
Frontier orbital gap (spin up / spin down): 0.269 / 0.285 hartree
Strongest force on any atom: 0.0024 Eh/bohr
ΔE to the lowest compared entry with this formula, charge and spin: 0.0 kJ/mol